Entry 1:
Computed, not measured: a molecular structure, C29H54HfN3OP2 at a distorted geometry, with ωB97M-V with the def2-TZVPD basis set.

Last column: Mulliken charge in e.
Positions of all 90 atoms, in Å:
C  2.299  -1.310  -0.643  0.1555
C  1.232  0.573  -1.582  -0.4703
C  3.233  -1.313  -1.668  -0.9496
C  2.054  0.513  -2.698  -0.3310
C  3.093  -0.418  -2.720  -1.2123
H  4.030  -2.058  -1.627  0.6356
H  1.886  1.216  -3.516  0.5872
H  3.783  -0.440  -3.561  0.5404
N  1.369  -0.331  -0.574  1.5060
P  0.613  -2.557  1.229  -0.2876
P  0.021  2.417  0.285  -0.2236
C  2.271  -2.401  0.421  -1.7581
H  2.555  -3.371  -0.023  0.8493
H  3.020  -2.182  1.202  0.7565
C  0.087  1.550  -1.441  -1.4195
H  0.152  2.349  -2.190  1.7119
C  -1.561  3.495  0.261  2.0002
C  1.527  3.521  0.265  1.8567
C  -0.345  -3.713  0.054  2.1475
C  1.007  -3.334  2.894  1.7827
C  -2.719  2.729  0.929  -1.5040
H  -2.551  2.600  2.009  0.2863
H  -3.637  3.326  0.815  0.5298
H  -2.908  1.752  0.472  0.2366
C  -1.374  4.800  1.053  -1.8087
H  -1.048  4.605  2.083  0.3942
H  -0.684  5.501  0.571  0.2679
H  -2.350  5.310  1.111  0.5149
C  -1.955  3.816  -1.186  -1.3867
H  -2.825  4.491  -1.168  0.6533
H  -1.160  4.326  -1.742  0.1679
H  -2.251  2.907  -1.724  0.0638
C  1.673  4.169  1.660  -1.5551
H  1.469  3.451  2.461  0.2817
H  2.714  4.506  1.775  0.4768
H  1.029  5.046  1.785  0.3588
C  2.782  2.664  0.016  -1.5775
H  2.840  1.832  0.721  0.1589
H  2.820  2.283  -1.012  0.3294
H  3.663  3.306  0.171  0.7311
C  1.417  4.583  -0.847  -1.2380
H  0.996  4.190  -1.782  0.1622
H  0.844  5.466  -0.539  0.2902
H  2.437  4.929  -1.083  0.4937
C  -0.317  -3.683  3.592  -1.2772
H  -0.082  -4.113  4.578  0.4914
H  -0.952  -2.799  3.764  0.0469
H  -0.908  -4.427  3.040  0.2848
C  1.792  -2.315  3.742  -1.5390
H  2.792  -2.126  3.331  0.3336
H  1.291  -1.346  3.857  0.2819
H  1.922  -2.746  4.748  0.5860
C  1.886  -4.589  2.750  -1.4464
H  2.762  -4.416  2.111  0.2756
H  2.255  -4.860  3.751  0.5316
H  1.336  -5.456  2.371  0.3683
C  -0.009  -3.366  -1.407  -1.8260
H  1.021  -3.636  -1.677  0.2951
H  -0.686  -3.929  -2.070  0.6552
H  -0.156  -2.300  -1.625  0.1262
C  -1.854  -3.492  0.282  -1.4953
H  -2.174  -2.479  -0.014  0.2002
H  -2.405  -4.212  -0.344  0.5438
H  -2.154  -3.660  1.326  0.2750
C  0.004  -5.191  0.282  -1.7315
H  1.081  -5.387  0.183  0.3778
H  -0.360  -5.568  1.247  0.3592
H  -0.504  -5.780  -0.500  0.5225
Hf  -0.214  -0.137  1.020  0.6795
C  1.243  0.786  2.276  0.3862
O  2.097  1.169  2.994  -0.2261
N  -1.632  0.024  -0.486  -0.4082
C  -1.312  0.637  -1.552  -0.7683
C  -2.012  0.473  -2.906  2.4814
C  -1.530  1.487  -3.939  -1.7034
C  -1.653  -0.914  -3.450  -1.8281
C  -3.536  0.588  -2.691  -1.4587
H  -1.728  2.518  -3.630  0.3169
H  -0.456  1.368  -4.132  0.2314
H  -2.061  1.315  -4.886  0.5574
H  -1.995  -1.696  -2.764  0.3844
H  -2.123  -1.089  -4.430  0.5372
H  -0.565  -1.005  -3.576  0.2861
H  -4.008  1.212  -3.464  0.3428
H  -3.995  -0.408  -2.719  0.4210
H  -3.772  1.026  -1.715  0.2618
N  -1.774  -0.080  2.742  -0.7299
H  -1.534  -0.716  3.510  0.1611
H  -2.714  -0.338  2.419  0.3301
H  -1.853  0.862  3.145  0.3008

Forces on atoms 1 to 2 (eV/Å):
0.20 -0.11 0.19
0.02 -0.11 -0.20

Values from the calculation:
Charge   +3
2S+1   1
HOMO energy   -17.601 eV
E   -57328.101 eV

=====

Entry 2:
Computed, not measured: a molecular structure, C29H55BN6OPb at a distorted geometry, with ωB97M-V with the def2-TZVPD basis set.

Last column: Mulliken charge in e.
Positions of all 93 atoms, in Å:
Pb  9.480  -17.077  25.114  0.8755
C  11.631  -19.570  29.198  -1.6987
C  11.721  -19.091  27.764  1.3789
C  12.942  -19.900  27.059  -1.3490
C  12.702  -21.407  26.917  -0.5761
C  11.498  -21.620  25.933  -1.3101
C  10.247  -20.791  26.347  1.5336
N  10.545  -19.380  26.915  0.7086
O  9.380  -18.566  27.283  -0.5502
C  9.614  -21.724  27.423  -1.6493
C  9.379  -20.600  25.054  -0.9583
C  12.125  -17.607  27.717  -1.3493
H  11.633  -20.646  29.369  0.3416
H  10.797  -19.118  29.735  0.2099
H  12.513  -19.300  29.778  0.4776
H  13.878  -19.752  27.598  0.4675
H  13.169  -19.412  26.111  0.3385
H  12.594  -21.901  27.883  0.2981
H  13.604  -21.861  26.507  0.4519
H  11.224  -22.657  25.737  0.4615
H  11.890  -21.347  24.953  0.3350
H  8.667  -21.246  27.674  0.1864
H  10.266  -21.894  28.281  0.3251
H  9.408  -22.730  27.058  0.4365
H  9.866  -20.147  24.191  0.2499
H  8.753  -19.758  25.350  -0.5858
H  8.718  -21.432  24.808  0.4888
H  12.240  -17.266  26.688  0.2941
H  13.078  -17.490  28.233  0.4846
H  11.413  -17.027  28.305  -0.2207
B  7.052  -16.915  25.156  1.8348
H  7.422  -17.929  25.149  -0.6668
H  5.990  -17.091  25.081  -0.2472
H  7.270  -16.523  26.137  -0.3235
H  7.409  -16.369  24.296  -0.6694
C  8.368  -10.021  24.461  -1.2156
C  9.281  -11.284  24.206  -0.3506
C  8.600  -12.340  23.403  -0.4300
C  9.078  -13.714  23.657  -0.1148
N  9.473  -14.748  23.841  -0.3676
H  7.313  -10.237  24.296  0.3669
H  8.557  -9.218  23.748  0.3375
H  8.427  -9.690  25.497  0.3331
H  9.502  -11.787  25.147  0.2824
H  10.220  -11.058  23.702  0.3793
H  8.577  -12.088  22.343  0.3612
H  7.572  -12.408  23.759  0.2824
C  4.196  -20.003  28.358  -1.5101
C  4.852  -19.316  27.140  0.0330
C  5.606  -20.332  26.261  0.7546
C  4.953  -21.560  25.742  0.1626
N  4.579  -22.520  25.283  -0.5271
H  3.249  -20.399  27.993  0.3633
H  4.058  -19.295  29.176  0.4135
H  4.811  -20.771  28.827  0.3470
H  5.620  -18.735  27.651  0.1290
H  4.251  -18.675  26.496  0.2664
H  6.486  -20.637  26.829  -0.2037
H  5.958  -19.721  25.430  -0.1655
C  6.378  -16.111  21.202  -0.6111
C  7.762  -15.891  20.475  -0.3978
C  8.642  -17.208  20.397  -0.5927
C  9.127  -17.801  21.576  0.3686
N  9.513  -18.207  22.595  -0.4443
H  5.850  -16.875  20.631  0.3725
H  5.867  -15.153  21.300  0.3508
H  6.578  -16.328  22.251  -0.2451
H  8.383  -15.112  20.918  0.1612
H  7.492  -15.591  19.462  0.3624
H  9.526  -16.798  19.910  0.2997
H  8.242  -17.973  19.731  0.3479
C  9.290  -16.120  30.710  -0.9111
C  9.035  -14.652  30.624  -0.6461
C  8.355  -14.240  29.287  -0.4318
C  9.032  -14.718  28.049  0.1764
N  9.395  -15.093  27.023  -0.3358
H  9.718  -16.682  29.880  0.1093
H  8.289  -16.523  30.866  0.3183
H  9.843  -16.364  31.617  0.3984
H  10.014  -14.175  30.660  0.3166
H  8.504  -14.265  31.493  0.3671
H  8.344  -13.156  29.174  0.3750
H  7.300  -14.512  29.323  0.2601
N  4.998  -15.278  26.386  0.4082
C  3.805  -15.797  26.905  -0.0781
C  3.150  -14.843  27.532  -0.7602
C  3.997  -13.703  27.555  -0.4751
C  4.969  -13.960  26.738  -0.7512
H  5.653  -15.767  25.793  0.3445
H  3.634  -16.862  26.855  0.0529
H  2.195  -15.062  27.987  0.4172
H  3.873  -12.769  28.084  0.4251
H  5.829  -13.348  26.510  0.4966

Forces on atoms 1 to 2 (eV/Å):
0.82 -1.65 2.31
0.15 0.10 1.17

Values from the calculation:
2S+1   1
HOMO energy   -6.112 eV
E   -47869.754 eV

=====

Entry 3:
Computed, not measured: 9 unconnected molecules or ions with the total composition C29H55NO24 at a distorted geometry, with ωB97M-V with the def2-TZVPD basis set.

Last column: Mulliken charge in e.
Positions of all 109 atoms, in Å:
C  18.329  -5.688  16.954  -1.3910
C  18.598  -4.593  15.913  1.0153
C  17.764  -4.711  14.561  -0.5902
O  17.266  -3.383  14.479  -0.3874
C  17.554  -2.700  15.472  0.5432
O  17.200  -1.544  15.475  -0.4649
O  18.075  -3.390  16.420  -0.0399
H  18.390  -6.681  16.648  0.4199
H  17.336  -5.469  17.345  0.3818
H  18.894  -5.479  17.850  0.1252
H  19.715  -4.539  15.752  -0.3209
H  16.910  -5.285  14.784  0.4214
H  18.406  -5.070  13.790  0.3547
C  20.665  -3.650  18.925  -0.6472
O  19.550  -2.959  19.482  0.2557
C  19.343  -3.042  20.784  0.3695
O  20.343  -3.600  21.713  -0.6580
O  18.167  -2.576  21.235  -0.1083
C  17.841  -2.485  22.645  -0.7937
H  20.661  -4.693  19.160  0.4856
H  21.480  -3.085  19.402  0.4211
H  20.838  -3.342  17.883  -0.2570
H  17.306  -3.451  22.873  0.2928
H  17.187  -1.706  22.888  0.3143
H  18.722  -2.343  23.378  0.2999
C  22.642  -2.227  9.498  -0.4797
O  21.241  -1.966  9.746  -0.3637
C  20.855  -1.386  10.910  0.5288
O  21.740  -1.222  11.975  -0.3280
O  19.572  -1.072  10.892  -0.4092
C  18.877  -0.453  11.995  -0.1110
H  23.427  -1.415  9.702  0.2382
H  22.790  -2.510  8.522  0.3255
H  22.921  -3.031  10.144  0.1253
H  17.808  -0.475  11.861  0.3537
H  19.047  0.574  12.258  0.0605
H  19.098  -1.073  12.974  0.0571
C  16.180  1.564  15.188  -0.5770
O  14.918  1.003  14.912  -0.3115
C  14.176  0.556  15.907  0.6198
O  14.711  0.336  17.261  -0.5502
O  12.861  0.323  15.548  -0.3429
C  12.070  -0.566  16.303  -0.6256
H  16.003  2.458  15.796  0.3714
H  16.827  1.908  14.373  0.3045
H  16.872  0.897  15.724  0.1650
H  11.095  -0.616  15.834  0.2173
H  12.128  -0.321  17.308  0.3150
H  12.557  -1.545  16.187  0.2799
C  16.764  -0.730  19.135  0.0073
O  17.343  0.096  20.118  -0.2041
C  17.456  1.392  19.921  0.5300
O  16.863  2.089  18.801  -0.5538
O  17.916  2.061  20.965  -0.3164
C  18.397  3.390  20.739  -0.0064
H  17.149  -1.738  19.232  0.1459
H  17.070  -0.440  18.153  -0.1553
H  15.671  -0.944  19.135  0.2878
H  19.275  3.587  21.245  0.3483
H  17.630  4.123  20.891  0.3085
H  18.742  3.370  19.746  -0.3691
C  23.432  3.158  16.173  -1.0526
O  23.389  1.735  15.866  -0.1055
C  24.303  1.211  15.148  0.3800
O  25.529  1.942  14.750  -0.6833
O  23.970  0.011  14.638  0.0944
C  24.604  -0.469  13.496  -0.5353
H  22.679  3.695  16.650  0.4589
H  23.734  3.856  15.415  0.3727
H  24.282  3.315  16.862  0.3812
H  24.553  0.311  12.740  0.3138
H  24.110  -1.467  13.247  0.0224
H  25.703  -0.668  13.629  0.3195
C  21.625  1.798  12.795  -0.4514
O  21.439  2.655  13.959  -0.3718
C  20.312  2.709  14.727  0.5379
O  19.158  1.901  14.337  -0.4501
O  20.351  3.380  15.879  -0.2550
C  19.115  3.664  16.510  -0.3995
H  22.700  1.826  12.514  0.1829
H  21.082  2.094  11.943  0.5302
H  21.279  0.833  13.101  -0.0339
H  18.529  2.727  16.523  0.0320
H  18.534  4.503  16.183  0.3934
H  19.292  3.910  17.538  0.0940
C  23.761  -4.181  15.646  -0.4501
O  24.471  -4.065  14.413  -0.2498
C  24.153  -4.860  13.380  0.7870
O  23.303  -5.954  13.495  -0.6331
O  24.832  -4.576  12.307  -0.2455
C  24.770  -5.546  11.298  -0.6919
H  23.813  -3.233  16.213  0.1885
H  24.136  -4.964  16.314  0.3747
H  22.690  -4.225  15.494  0.0875
H  23.773  -5.484  10.882  0.2972
H  25.124  -6.499  11.675  0.3169
H  25.500  -5.248  10.586  0.2413
C  20.502  1.065  18.236  -1.1687
C  20.080  0.000  17.207  1.8128
C  21.263  -0.581  16.390  1.1425
C  20.803  -1.556  15.416  0.3901
N  20.396  -2.268  14.659  -0.8088
H  21.085  0.576  18.932  0.8333
H  19.519  1.297  18.726  -0.3960
H  20.962  1.890  17.830  0.0830
H  19.250  0.462  16.635  -0.8425
H  19.501  -0.778  17.687  0.0975
H  21.996  -1.071  17.044  0.8396
H  21.677  0.224  15.766  -1.7078

Forces on atoms 1 to 2 (eV/Å):
-1.01 2.73 0.73
0.65 -1.95 -0.62

Values from the calculation:
2S+1   1
SMILES   C[C@H]1COC(=O)O1.COC(=O)OC.COC(=O)OC.COC(=O)OC.COC(=O)OC.COC(=O)OC.COC(=O)OC.COC(=O)OC.CCCC#N
ΔE to the lowest compared entry with this formula, charge and spin   251.6 kJ/mol
HOMO energy   -9.268 eV
E   -81580.319 eV

=====

Entry 4:
Computed, not measured: 3 unconnected molecules or ions with the total composition C29H56BBrCl4N2O2P at a distorted geometry, with ωB97M-V with the def2-TZVPD basis set.

Last column: Mulliken charge in e.
Positions of all 96 atoms, in Å:
C  -3.507  0.702  3.230  -0.5462
C  -4.628  0.544  2.185  -0.6599
C  -4.211  1.076  0.817  0.5780
C  -5.161  0.643  -0.323  -1.0803
C  -4.533  -0.411  -1.235  -0.7141
C  -3.420  0.161  -2.117  1.0161
C  -2.922  -0.850  -3.147  -0.7119
C  -1.991  -0.267  -4.221  -1.3625
C  -0.920  0.643  -3.626  0.0654
C  0.172  -0.138  -2.870  -0.3677
C  0.802  0.724  -1.785  -0.4933
C  1.819  -0.035  -0.922  -0.8844
C  1.116  -0.793  0.197  0.3111
C  0.937  -0.188  1.617  1.2103
P  2.089  1.208  2.045  -0.3855
C  1.659  1.751  3.753  -1.2282
C  1.479  2.636  1.056  -0.4794
C  -0.023  2.951  1.181  -1.0232
C  0.940  -1.452  2.560  1.2052
C  -0.530  -1.976  2.665  -1.0068
C  -0.635  -3.222  3.508  0.2449
O  -0.028  -4.223  3.294  -0.4549
Br  -1.877  -3.141  4.981  -0.1050
B  1.768  -1.423  3.942  0.5116
C  1.127  -1.069  5.326  -0.9713
O  3.094  -1.742  3.820  -0.6376
C  1.629  -2.465  1.686  -1.0000
N  1.693  -2.138  0.453  1.0935
N  2.236  -2.859  -0.556  -1.4243
C  2.313  -4.148  -0.452  0.6066
C  1.153  -5.021  -0.056  -1.1122
C  3.635  -4.769  -0.761  -1.2647
H  -3.446  -0.154  3.903  0.2488
H  -2.535  0.775  2.730  -0.2384
H  -3.626  1.599  3.836  0.4436
H  -5.491  1.101  2.553  0.3064
H  -4.914  -0.509  2.126  0.3484
H  -3.198  0.730  0.590  -0.6399
H  -4.210  2.167  0.867  0.2325
H  -6.048  0.193  0.132  0.4094
H  -5.509  1.499  -0.903  0.4939
H  -4.126  -1.215  -0.609  0.2020
H  -5.285  -0.861  -1.888  0.4901
H  -2.599  0.430  -1.444  -0.6892
H  -3.774  1.081  -2.587  0.0995
H  -2.389  -1.647  -2.618  0.2031
H  -3.789  -1.289  -3.647  0.4492
H  -2.554  0.332  -4.944  0.3916
H  -1.519  -1.076  -4.786  0.3254
H  -0.454  1.264  -4.393  -0.2575
H  -1.364  1.335  -2.908  0.4031
H  0.932  -0.439  -3.595  0.4492
H  -0.263  -1.048  -2.440  0.2318
H  0.033  1.194  -1.166  -0.4574
H  1.346  1.533  -2.280  0.7321
H  2.579  0.651  -0.549  0.0012
H  2.354  -0.728  -1.571  0.6765
H  0.096  -0.961  -0.169  -0.2799
H  -0.082  0.213  1.631  -1.0807
H  1.673  2.841  3.760  0.5411
H  2.460  1.434  4.418  0.3435
H  0.712  1.383  4.148  0.3164
H  2.034  3.470  1.492  0.6970
H  1.807  2.545  0.023  0.5518
H  -0.613  2.576  0.345  0.1124
H  -0.441  2.509  2.090  0.1441
H  -0.204  4.022  1.263  0.3969
H  -0.906  -2.226  1.668  0.5622
H  -1.165  -1.183  3.055  0.2873
H  1.638  -0.240  5.818  0.3778
H  0.068  -0.814  5.271  0.3570
H  1.211  -1.941  5.983  0.2958
H  3.681  -1.123  4.269  0.3524
H  2.029  -3.376  2.104  1.0482
H  0.216  -4.635  -0.452  0.3067
H  1.055  -5.130  1.028  0.2753
H  1.327  -6.026  -0.433  0.4756
H  3.607  -5.850  -0.655  0.4250
H  4.335  -4.353  -0.034  0.3077
H  3.964  -4.473  -1.758  0.3401
Cl  4.877  1.827  0.778  -0.0376
C  6.472  1.964  -0.024  -0.6311
C  6.871  0.663  -0.673  -0.3776
Cl  7.207  -0.615  0.526  -0.1871
H  7.195  2.279  0.724  0.3581
H  6.395  2.740  -0.784  0.2959
H  7.782  0.806  -1.252  0.3519
H  6.090  0.297  -1.334  0.2571
Cl  -3.413  2.715  -4.856  -0.1400
C  -2.654  4.328  -4.945  -0.5136
C  -1.598  4.406  -6.017  -0.4586
Cl  -0.175  3.388  -5.649  -0.1781
H  -2.239  4.544  -3.964  0.2818
H  -3.441  5.049  -5.159  0.3903
H  -1.247  5.433  -6.102  0.3361
H  -1.980  4.086  -6.982  0.3145

Forces on atoms 1 to 2 (eV/Å):
0.14 -0.12 -0.12
0.45 0.07 0.45

Values from the calculation:
Charge   +1
2S+1   1
HOMO energy   -10.741 eV
E   -168148.564 eV

=====

One value per record, in order, for HOMO-LUMO gap: 6.504; 6.204; 9.735; 7.225 eV.
One value per record, in order, for LUMO: -11.10; 0.09; 0.47; -3.52 eV.